{
  "formula": "C48H40IrN5O3S5",
  "method": "ωB97M-V/def2-TZVPD",
  "species": ["Ir", "S", "S", "S", "S", "C", "O", "C", "C", "C", "C", "C", "C", "N", "C", "N", "C", "C", "C", "C", "C", "C", "O", "C", "N", "C", "C", "C", "C", "C", "C", "O", "C", "H", "H", "H", "H", "H", "H", "H", "H", "H", "H", "H", "H", "H", "H", "H", "H", "H", "H", "H", "H", "H", "H", "S", "C", "C", "C", "C", "C", "C", "N", "C", "C", "C", "C", "C", "C", "C", "H", "H", "H", "H", "H", "H", "H", "H", "N", "C", "C", "C", "C", "C", "C", "C", "C", "C", "C", "C", "C", "C", "H", "H", "H", "H", "H", "H", "H", "H", "H", "H"],
  "positions_angstrom": [[0.947, -0.084, -0.649], [1.686, -3.019, 0.713], [2.596, -3.929, -0.775], [1.909, -3.806, -2.386], [1.180, -2.126, -3.058], [-6.513, -3.348, 0.243], [-5.219, -2.848, 0.525], [-4.712, -3.067, 1.768], [-5.409, -3.638, 2.814], [-4.785, -3.813, 4.050], [-3.468, -3.436, 4.216], [-2.752, -2.883, 3.156], [-3.366, -2.676, 1.927], [-2.737, -2.177, 0.789], [-1.620, -1.371, 0.636], [-1.329, -0.666, 1.740], [-0.440, 0.392, 2.007], [0.575, 0.828, 1.162], [1.272, 1.973, 1.576], [1.015, 2.609, 2.771], [0.014, 2.141, 3.618], [-0.715, 1.045, 3.224], [-1.757, 0.517, 3.953], [-2.393, 1.371, 4.882], [-1.016, -1.292, -0.523], [-1.352, -2.416, -1.393], [-1.037, -3.701, -0.924], [-1.326, -4.852, -1.622], [-1.990, -4.760, -2.842], [-2.328, -3.515, -3.319], [-2.023, -2.340, -2.622], [-2.503, -1.231, -3.247], [-2.001, 0.044, -2.873], [-6.690, -3.134, -0.807], [-7.274, -2.850, 0.850], [-6.565, -4.427, 0.408], [-6.435, -3.955, 2.688], [-5.336, -4.263, 4.866], [-2.975, -3.586, 5.168], [-1.702, -2.655, 3.283], [-3.189, -2.428, -0.075], [-1.989, -0.788, 2.492], [2.023, 2.384, 0.929], [1.579, 3.494, 3.044], [-0.201, 2.645, 4.552], [-3.309, 0.865, 5.177], [-2.638, 2.335, 4.428], [-1.778, 1.539, 5.769], [-0.531, -3.774, 0.028], [-1.032, -5.812, -1.214], [-2.242, -5.645, -3.413], [-2.836, -3.394, -4.268], [-2.369, 0.747, -3.620], [-0.912, 0.051, -2.881], [-2.360, 0.333, -1.890], [-1.139, 4.078, -3.019], [-2.451, 3.931, -1.905], [-3.641, 4.650, -1.862], [-4.569, 4.320, -0.890], [-4.299, 3.298, 0.025], [-3.110, 2.593, -0.017], [-2.164, 2.905, -0.993], [-0.959, 2.264, -1.198], [-0.316, 2.722, -2.204], [0.937, 2.183, -2.770], [1.520, 2.899, -3.827], [2.614, 2.416, -4.510], [3.174, 1.208, -4.120], [2.674, 0.538, -3.021], [1.536, 0.964, -2.327], [-3.838, 5.446, -2.570], [-5.510, 4.855, -0.843], [-5.037, 3.049, 0.778], [-2.911, 1.800, 0.695], [1.089, 3.852, -4.115], [3.035, 2.975, -5.337], [4.010, 0.790, -4.670], [3.176, -0.366, -2.703], [2.813, -0.040, -0.301], [3.936, 0.492, -0.089], [5.165, -0.371, 0.038], [5.092, -1.605, 0.672], [6.209, -2.428, 0.748], [7.419, -2.013, 0.206], [7.506, -0.770, -0.408], [6.387, 0.048, -0.491], [4.196, 1.975, 0.129], [3.619, 2.960, -0.669], [3.798, 4.306, -0.372], [4.558, 4.689, 0.725], [5.153, 3.715, 1.517], [4.980, 2.371, 1.216], [4.148, -1.905, 1.109], [6.129, -3.399, 1.225], [8.291, -2.655, 0.258], [8.450, -0.440, -0.828], [6.459, 1.014, -0.979], [3.019, 2.668, -1.516], [3.334, 5.057, -1.003], [4.692, 5.739, 0.957], [5.755, 4.002, 2.372], [5.435, 1.612, 1.842]],
  "atomic_forces_ev_per_a": [[-0.1582, -2.3808, -0.2997], [-0.3725, 0.4213, 0.9394], [3.9911, -0.6979, 7.4700], [-3.1159, -0.8422, -7.8231], [-0.0893, 1.4433, 0.0549], [0.0711, 0.0283, -0.0316], [-0.1447, -0.0642, -0.1314], [0.0255, 0.0078, 0.1110], [-0.0092, -0.0401, 0.1073], [-0.0058, -0.0087, -0.0281], [0.0171, 0.0219, 0.0371], [-0.0354, -0.0974, 0.0107], [0.2036, 0.0335, 0.0084], [-0.1768, -0.0412, 0.0141], [-0.2672, 0.0728, -0.3696], [0.0170, 0.1335, 0.1625], [0.0111, -0.1239, -0.2718], [-0.2980, 0.6817, -1.4073], [0.0405, -0.0840, 0.1368], [0.0165, 0.0222, -0.0176], [-0.0350, 0.1201, 0.0990], [0.2151, 0.0060, -0.0350], [-0.1380, -0.0166, 0.0922], [-0.0264, -0.0613, 0.0152], [0.0083, 0.0381, 0.2502], [-0.0519, 0.0405, 0.0528], [-0.0902, 0.0966, -0.0352], [-0.1216, -0.0826, -0.0367], [0.0658, 0.0190, 0.0682], [-0.0306, 0.0299, -0.0347], [-0.2171, 0.0851, 0.1279], [0.1024, 0.0905, 0.0142], [-0.0059, -0.0087, -0.0815], [-0.0197, 0.0038, -0.0069], [0.0177, 0.0078, 0.0145], [0.0219, 0.0038, 0.0135], [0.0239, 0.0465, -0.0360], [0.0091, 0.0274, -0.0116], [0.0083, 0.0009, -0.0424], [-0.0292, -0.0019, -0.0209], [0.0507, -0.0691, -0.0812], [-0.1080, 0.0982, -0.0283], [-0.0174, 0.0242, -0.0461], [0.0093, -0.0384, -0.0121], [0.0096, -0.0251, -0.0294], [-0.0092, -0.0027, 0.0306], [0.0305, -0.0025, -0.0268], [0.0351, -0.0114, -0.0169], [0.0123, 0.0298, -0.0412], [-0.0214, 0.0332, -0.0203], [0.0394, 0.0006, -0.0004], [0.0055, 0.0023, 0.0202], [-0.0402, -0.0138, -0.0133], [-0.0212, -0.0039, 0.0511], [0.0126, 0.0201, 0.0405], [0.0554, -0.0074, -0.1432], [0.1197, 0.1275, -0.1034], [-0.0730, 0.0330, 0.0650], [0.1212, -0.0189, -0.0190], [-0.0085, -0.0245, -0.0015], [0.0047, -0.1470, 0.1948], [-0.0853, 0.1610, -0.1423], [-0.2409, -0.1711, 0.3977], [0.1242, 0.1138, -0.1250], [0.2770, -0.4331, -0.1115], [-0.3037, -0.0154, 0.1054], [0.1284, 0.1055, -0.1439], [-0.1173, 0.0850, 0.0093], [0.0695, -0.3173, -0.0186], [-1.1194, 1.6755, 1.1923], [0.0094, -0.0469, -0.0012], [0.0126, -0.0029, 0.0166], [0.0145, 0.0029, -0.0060], [0.0800, 0.0140, -0.0427], [0.0511, -0.0325, -0.0849], [-0.0325, 0.0171, 0.0127], [0.0751, 0.0321, 0.0870], [-0.0716, 0.0798, 0.0347], [2.1853, -0.7858, 0.0148], [-0.8218, 0.7600, 0.0893], [0.0401, 0.1068, -0.1178], [0.0100, -0.1104, 0.0888], [-0.0250, 0.0880, -0.0420], [-0.0043, -0.0107, -0.0175], [-0.0057, 0.0049, -0.0223], [-0.0096, -0.1215, 0.0204], [0.1577, -0.1465, 0.1055], [0.2056, 0.0261, 0.0055], [-0.0151, -0.0526, -0.0471], [0.0179, 0.0246, -0.0265], [0.0014, -0.0974, 0.0090], [-0.1091, 0.1170, -0.0567], [-0.0382, -0.0539, -0.1177], [0.0002, 0.0405, 0.0236], [-0.0258, 0.0192, 0.0134], [-0.0350, -0.0041, -0.0079], [-0.0189, -0.0103, 0.0264], [-0.0091, 0.0257, -0.0121], [0.0200, -0.0196, 0.0218], [-0.0086, -0.0162, -0.0012], [-0.0292, -0.0005, -0.0111], [0.0115, 0.0140, -0.0154]],
  "s_squared": 0.759,
  "spin_multiplicity": 2,
  "charge": -1,
  "e_lumo_ev": [2.1, 2.0]
}



{
  "formula": "C48H42ClF9N3O6",
  "method": "ωB97M-V/def2-TZVPD",
  "species": ["N", "C", "C", "C", "C", "C", "N", "C", "C", "C", "C", "C", "O", "N", "C", "C", "C", "F", "F", "C", "F", "F", "C", "F", "F", "C", "F", "F", "F", "C", "C", "C", "C", "O", "Cl", "H", "H", "H", "H", "H", "H", "H", "H", "H", "H", "H", "H", "H", "H", "H", "H", "H", "H", "H", "H", "H", "H", "H", "H", "H", "H", "C", "C", "C", "C", "C", "C", "C", "O", "C", "C", "C", "C", "C", "C", "C", "O", "H", "H", "H", "H", "H", "H", "H", "H", "C", "C", "C", "C", "C", "C", "C", "O", "C", "C", "C", "C", "C", "C", "C", "O", "H", "H", "H", "H", "H", "H", "H", "H"],
  "positions_angstrom": [[-3.631, 0.902, 5.338], [-3.741, 0.368, 4.209], [-3.855, -1.160, 4.179], [-2.509, -1.909, 4.039], [-1.517, -1.462, 5.221], [-1.884, -2.056, 6.585], [-1.100, -2.849, 7.168], [-1.620, -1.623, 2.796], [-0.952, -0.304, 2.473], [-1.038, 0.131, 0.993], [-0.419, 1.547, 0.753], [1.132, 1.424, 0.918], [1.530, 1.806, 2.241], [-1.555, -2.734, 2.162], [-0.785, -3.043, 0.931], [0.723, -2.804, 1.116], [1.369, -3.692, 2.176], [1.088, -4.978, 1.847], [0.812, -3.522, 3.410], [2.895, -3.466, 2.371], [3.347, -4.294, 3.296], [3.038, -2.228, 2.899], [3.762, -3.531, 1.080], [3.585, -2.464, 0.301], [5.033, -3.455, 1.495], [3.671, -4.869, 0.268], [3.608, -5.910, 1.054], [2.703, -4.863, -0.631], [4.808, -4.980, -0.406], [-2.330, -3.866, 2.698], [-2.534, -3.472, 4.207], [-3.905, -4.056, 4.646], [-3.779, -5.577, 4.786], [-3.167, -6.017, 5.650], [-4.634, -6.551, 3.563], [-3.582, 1.918, 5.208], [-3.778, 0.960, 3.280], [-4.272, -1.445, 5.158], [-4.614, -1.466, 3.438], [-0.517, -1.807, 4.902], [-1.455, -0.365, 5.298], [-2.812, -1.810, 7.117], [-0.259, -2.988, 6.601], [0.088, -0.306, 2.837], [-1.482, 0.450, 3.076], [-2.083, 0.109, 0.635], [-0.482, -0.545, 0.328], [-0.840, 2.303, 1.424], [-0.590, 1.753, -0.315], [1.425, 0.365, 0.778], [1.683, 2.018, 0.176], [1.848, 1.046, 2.741], [-0.961, -4.086, 0.645], [-1.149, -2.435, 0.090], [0.998, -1.760, 1.317], [1.200, -3.047, 0.151], [-3.330, -3.702, 2.246], [-2.009, -4.880, 2.445], [-1.649, -3.925, 4.675], [-4.169, -3.588, 5.607], [-4.658, -3.723, 3.919], [2.818, 8.272, -4.872], [1.704, 7.554, -4.449], [1.794, 6.713, -3.352], [3.003, 6.576, -2.679], [4.127, 7.278, -3.119], [4.027, 8.134, -4.209], [5.440, 7.108, -2.442], [6.417, 7.721, -2.820], [5.533, 6.164, -1.296], [6.764, 5.949, -0.686], [6.862, 5.082, 0.390], [5.729, 4.433, 0.869], [4.500, 4.639, 0.262], [4.399, 5.497, -0.828], [3.083, 5.684, -1.493], [2.092, 5.114, -1.078], [2.743, 8.936, -5.724], [0.763, 7.654, -4.976], [0.925, 6.160, -3.022], [4.894, 8.689, -4.543], [7.647, 6.456, -1.055], [7.823, 4.913, 0.860], [5.806, 3.761, 1.715], [3.623, 4.128, 0.637], [0.768, -2.638, -5.338], [0.891, -1.947, -4.136], [-0.185, -1.235, -3.631], [-1.387, -1.201, -4.330], [-1.502, -1.874, -5.546], [-0.425, -2.601, -6.042], [-2.765, -1.809, -6.333], [-2.866, -2.397, -7.388], [-3.893, -1.000, -5.800], [-5.059, -0.879, -6.546], [-6.122, -0.139, -6.055], [-6.029, 0.478, -4.811], [-4.867, 0.366, -4.065], [-3.792, -0.364, -4.560], [-2.540, -0.448, -3.768], [-2.451, 0.092, -2.679], [1.607, -3.200, -5.728], [1.829, -1.965, -3.594], [-0.088, -0.701, -2.693], [-0.518, -3.134, -6.979], [-5.136, -1.361, -7.512], [-7.028, -0.042, -6.640], [-6.864, 1.050, -4.426], [-4.795, 0.851, -3.100]],
  "atomic_forces_ev_per_a": [[0.0734, 0.9422, 0.1969], [-0.1415, -1.0093, -0.4135], [-0.3271, 0.0685, -0.3412], [2.1834, 0.8458, 2.3200], [-0.7116, 0.6256, -0.2509], [0.5205, 0.1806, -0.6294], [0.1957, -0.3108, 0.3677], [-1.3774, -0.8575, 0.8670], [-0.7466, -0.0434, -0.1999], [-0.1094, 0.5980, -0.2706], [0.9187, -1.5148, -0.4595], [-0.3967, -0.2074, 0.5280], [-0.0338, 0.0654, 0.0383], [1.3234, -0.9490, -1.6832], [0.6023, 0.4378, -0.1948], [0.3604, 0.1242, -0.2310], [-0.5551, -0.0751, -0.3458], [0.4760, -0.2188, -0.0139], [-0.0707, 0.3483, 0.0155], [-0.6504, 0.4541, -0.1081], [0.2148, -0.8271, -0.0222], [-0.1379, 0.4984, -0.3885], [0.8340, -0.6264, 0.6657], [-0.8593, 0.1503, -0.4022], [0.2842, -0.1621, 0.4544], [1.4202, 0.6100, -0.6643], [-0.7153, -0.5580, 0.7214], [-0.9698, 0.0471, 0.0702], [0.4311, 0.1792, -0.4351], [-2.2858, 1.1672, 0.7017], [-0.6171, -0.7531, -3.1846], [0.4402, 0.8244, -0.1380], [-1.9125, 2.4983, -1.7362], [1.8961, -2.0959, 2.3528], [0.1363, 0.1218, 0.0112], [0.0062, -0.0906, 0.3931], [-0.0462, -0.3880, 0.0751], [0.2137, 0.1627, -0.2915], [0.4568, 0.0635, 0.0134], [-0.2772, -0.0768, 0.5257], [-0.1752, -0.3306, -0.0241], [0.1220, 0.2139, -0.4765], [-0.0077, -0.1346, 0.2008], [-0.3256, -0.1992, -0.0465], [0.3531, -0.2236, -0.1061], [0.2965, 0.0050, 0.2847], [-0.2009, 0.1618, 0.2466], [0.1768, -0.0195, -0.3426], [-0.2844, 0.3526, 0.4638], [-0.0849, 0.3875, -0.2779], [-0.2354, 0.0396, 0.3294], [0.1004, 0.2126, -0.2524], [-0.0186, 0.2773, 0.3501], [0.0549, -0.1106, 0.4003], [-0.3054, -0.2582, 0.0089], [-0.1708, 0.0332, 0.3523], [0.4099, -0.5796, -0.1494], [0.5551, 0.4947, 0.0808], [-0.4935, 0.6332, 0.7372], [0.0157, -0.7089, -0.0615], [0.1470, -0.4024, 0.1893], [-0.0249, -0.0503, 0.0448], [0.0682, 0.0095, 0.0242], [-0.1355, 0.0520, -0.1215], [0.0997, 0.0592, -0.0612], [-0.1395, -0.0612, 0.0272], [-0.0557, 0.0912, -0.1523], [0.3706, 0.2656, -0.1668], [-0.0666, -0.0584, 0.0347], [-0.0962, -0.1194, 0.0841], [0.1532, -0.0543, 0.1113], [-0.0723, -0.0056, -0.0070], [0.0138, 0.0385, -0.0579], [0.0893, -0.1190, 0.1173], [0.1055, 0.0400, -0.0128], [-0.3424, -0.1771, 0.1360], [0.0246, -0.0672, -0.0112], [0.0064, -0.0178, 0.0262], [0.0250, 0.0065, 0.0212], [0.1021, -0.0180, 0.1057], [0.0510, -0.0907, 0.1094], [-0.1199, 0.0646, -0.0796], [-0.0270, 0.0159, -0.0130], [-0.0038, 0.0267, -0.0178], [-0.0590, 0.0990, -0.1095], [-0.0309, 0.0257, 0.0318], [-0.0693, -0.0228, 0.0047], [0.1764, -0.1051, 0.0419], [0.0090, -0.0428, -0.0819], [0.0823, 0.0464, 0.1382], [0.1723, -0.0664, -0.0170], [-0.0968, -0.2104, -0.4399], [0.0325, 0.0311, 0.0960], [-0.0113, 0.1011, 0.1274], [-0.1699, 0.0317, -0.0724], [0.0496, 0.0054, 0.0721], [0.0299, -0.0406, -0.0376], [-0.1572, 0.0771, 0.0091], [-0.0074, -0.0476, -0.0877], [0.0053, 0.2089, 0.3135], [0.0229, -0.0762, 0.1073], [-0.0251, 0.0225, 0.0032], [-0.0122, 0.0084, -0.0351], [-0.1315, 0.0583, -0.0597], [-0.1283, 0.0813, 0.0110], [0.1330, -0.0474, 0.0583], [0.0290, -0.0078, 0.0149], [0.0262, -0.0127, -0.0159], [0.1301, -0.0417, -0.0345]],
  "charge": 1,
  "e_lumo_ev": -3.7
}



Results for energy above the lowest of the compared OMol25 structures with the same formula, charge and spin: 0.00 0.00 (in kJ/mol, following the order of the records).
Results for molar mass: 1087.43 963.31 (in g/mol, following the order of the records).